A structure of composition C13H25Br8Cl3O4Sr3 at a distorted geometry, computed with ωB97M-V/def2-TZVPD.

Structure (XYZ):
```
56
Properties=species:S:1:pos:R:3:forces:R:3:lowdin_charge:R:1
Sr 1.460724 -3.494829 0.799653 -1.811 0.448 -0.615 1.412
Sr 3.819413 -0.401359 -0.029051 -2.081 1.863 0.668 1.450
Sr 2.788619 -0.950525 -3.976999 -2.397 0.316 -0.486 1.467
O 0.910688 -2.717718 -4.060531 -2.034 0.964 2.419 -0.378
C -0.251038 -2.561308 -3.201171 3.148 1.176 -1.518 -0.261
C -0.726833 -3.736096 -2.237234 0.191 -1.871 2.537 -0.259
O 0.261599 -4.335092 -1.428026 -0.601 1.645 -0.960 -0.267
H -1.158278 -2.206286 -3.690002 -0.130 -0.700 -0.655 0.123
H -0.063157 -1.767521 -2.478197 0.414 0.169 0.419 0.064
H -1.393114 -4.419588 -2.763541 0.988 -0.719 -0.853 0.138
H -1.464890 -3.312552 -1.556067 0.020 1.076 0.024 0.093
O 2.141794 0.369280 -1.837881 1.468 -2.832 0.990 -0.642
C 1.020131 0.700967 -1.011918 -0.076 1.485 1.122 -0.345
C 0.400115 -0.173734 0.137281 0.304 -2.943 -1.124 -0.341
O 1.341697 -0.829310 1.011551 2.075 -0.910 -1.142 -0.578
H 0.302362 1.113943 -1.720688 -0.669 -0.229 0.425 0.108
H 1.305628 1.527656 -0.361394 0.471 0.819 -0.383 0.079
H -0.156490 -1.003961 -0.297477 -0.417 -0.295 -0.685 0.062
H -0.391533 0.255108 0.751678 0.348 1.185 -0.144 0.113
Br 2.530941 2.901099 -4.028160 -0.503 -0.283 0.163 0.637
C 0.719176 3.107724 -4.752984 -0.225 0.107 -1.421 -0.631
C -0.044269 1.821635 -5.156620 0.865 1.096 1.320 -0.614
Br 0.995538 0.757011 -6.436909 -0.367 -0.007 0.456 0.668
H 0.915149 3.717153 -5.635180 0.015 -0.265 -0.164 0.058
H 0.098612 3.777424 -4.157584 0.211 -0.443 0.658 0.081
H -1.015665 2.157395 -5.519602 0.172 -0.373 -0.630 0.077
H -0.237054 1.215245 -4.271621 0.082 -0.232 -0.193 0.036
Br 1.541909 -4.071705 3.753049 -0.119 -0.017 0.535 0.632
C 1.555688 -2.667839 5.175795 -0.617 2.422 -0.351 -0.551
C 2.276839 -1.412080 4.608344 1.614 -1.682 1.131 -0.679
Br 2.784233 -0.252456 6.166871 -0.706 -0.541 -1.297 0.671
H 1.994073 -3.099621 6.075508 0.165 -0.130 -0.434 0.078
H 0.543321 -2.308732 5.360893 -0.342 -0.928 0.003 0.043
H 1.814495 -0.932775 3.745449 -0.429 0.295 0.545 0.019
H 3.227623 -1.840663 4.291433 0.360 0.586 -0.158 0.025
Br -4.173942 1.243586 -3.912295 -0.014 -0.694 0.970 0.609
C -4.403617 0.662824 -2.036935 1.353 -0.568 1.508 -0.639
C -3.220057 -0.254507 -1.456801 -1.075 0.411 -1.225 -0.652
Br -3.748774 -1.142668 0.217688 0.243 0.504 -0.255 0.629
H -5.325205 0.131890 -1.798429 -0.142 0.102 -0.903 0.052
H -4.422158 1.587583 -1.460233 0.010 -0.063 -0.129 0.049
H -2.294988 0.305108 -1.318335 -0.161 -0.012 0.199 0.030
H -3.037149 -1.112441 -2.103788 -0.025 0.280 -0.186 0.019
Br 3.348330 1.762881 2.292652 0.644 0.001 -0.001 0.615
C 2.043462 2.865888 3.279281 -2.125 0.785 -0.743 -0.576
C 0.879134 3.279900 2.311526 0.221 0.692 0.233 -0.644
Br -0.465540 4.274964 3.416815 0.867 -0.896 -0.779 0.658
H 2.514170 3.772484 3.659582 0.494 -0.250 -0.329 0.077
H 1.723219 2.278314 4.139688 -0.021 -0.233 -0.354 0.022
H 0.444542 2.550208 1.628310 -0.418 -0.876 1.164 0.030
H 1.166329 3.971669 1.519645 0.677 0.619 0.665 0.053
C -2.183839 -0.324472 3.969972 -0.139 0.776 0.057 -1.516
Cl -2.516807 -1.441484 5.315191 -0.397 -0.054 -1.032 0.561
Cl -0.823355 0.634489 4.533466 0.753 0.680 0.052 0.518
Cl -3.534961 0.753541 3.509065 0.345 -0.641 0.463 0.535
H -1.816838 -0.725648 3.025264 -0.480 -0.814 0.425 -0.018
```
Positions in Å, forces in eV/Å.

Its expectation value of S² is 0.761. The LUMO energy (alpha / beta) is -11.0876 / -11.0939 eV. The value obtained for the HOMO-LUMO gap (alpha / beta) is 5.1 / 5.1 eV. Its total charge is +3. The spin multiplicity is 2.